Density functional theory data (ωB97M-V/def2-TZVPD) for 2 unconnected molecules or ions with the total composition C2H9N2S2.

XYZ file:
```
15
Properties=species:S:1:pos:R:3:lowdin_charge:R:1
S 0.800 0.662 1.427 0.33
S -1.077 1.546 1.464 0.28
N -0.734 -2.195 -0.302 0.23
N -1.347 -0.898 -2.125 0.18
C -0.901 -2.021 -1.575 -0.16
C 1.988 2.007 1.409 -0.47
H -0.884 0.001 -2.043 0.14
H 2.919 1.451 1.440 0.03
H -0.431 -3.084 0.066 0.15
H 1.945 2.629 0.518 0.04
H 1.944 2.654 2.282 0.04
H -0.766 -1.367 0.290 0.08
H -0.833 -2.903 -2.198 0.16
H -0.817 2.506 2.369 -0.18
H -1.805 -0.987 -3.023 0.13
```

As for the LUMO energy: -4.25 eV. The value obtained for the gap between HOMO and LUMO is 0.27577 Eh. The total energy is -987.235073 hartree. Its charge is +1. The HOMO energy comes out at -11.75 eV.



Density functional theory data (ωB97M-V/def2-TZVPD) for a molecular structure, C23H57BF4N7O7Rb.

XYZ file:
```
100
Properties=species:S:1:pos:R:3:mulliken_spin:R:1
Rb -3.412 7.725 20.358 0.00
F -4.306 12.243 19.880 0.00
F -4.717 10.386 21.122 0.00
F -2.583 10.815 20.511 0.00
F -4.210 10.233 18.964 0.00
O -3.280 13.036 24.984 0.00
O -7.458 10.324 17.720 0.00
O -4.783 5.074 19.805 0.00
O -4.245 13.771 15.205 0.00
O -5.249 16.981 17.029 0.09
O -0.868 8.187 22.019 0.00
O -8.095 13.514 28.540 0.00
N -7.586 11.289 19.682 0.00
N -5.014 12.509 16.839 0.00
N -6.493 16.514 17.343 0.73
N -5.706 12.338 27.589 0.00
N -3.182 13.327 17.125 0.00
N -9.399 10.849 18.659 0.00
N -1.867 5.346 21.048 0.00
C -7.865 18.375 16.041 0.05
C -0.124 9.378 21.849 0.00
C -5.990 4.487 19.356 0.00
C -4.083 12.124 25.690 0.00
C -8.909 16.211 16.599 0.01
C -5.582 15.190 19.486 0.03
C -7.011 16.333 15.029 0.02
C -3.807 4.035 20.031 0.00
C -0.174 6.955 22.172 0.00
C -6.634 16.234 18.814 -0.03
C -7.302 12.921 29.433 0.00
C -7.556 16.908 16.288 -0.02
C -1.090 5.733 22.273 0.00
C -5.885 13.135 28.837 0.00
C -2.977 12.627 23.638 0.00
C -6.842 17.496 19.744 0.08
C -9.139 16.140 18.131 -0.01
C -7.932 15.445 18.813 0.02
C -4.487 12.856 26.959 0.00
C -2.897 4.223 21.241 0.00
C -9.430 13.309 28.565 0.00
C -4.166 13.343 16.318 0.00
C -8.086 10.791 18.637 0.00
B -3.907 10.921 20.085 0.00
H -2.234 11.856 23.837 0.00
H -3.848 12.267 23.090 0.00
H 0.277 7.301 23.102 0.00
H -9.870 10.462 17.854 0.00
H -2.402 13.400 23.128 0.00
H -2.612 3.223 21.566 0.00
H -5.126 12.686 29.477 0.00
H -7.011 19.028 15.863 0.00
H -6.477 12.581 26.983 0.00
H -9.601 12.258 28.796 0.00
H -7.246 17.187 20.708 0.00
H -8.957 15.206 16.180 0.00
H -6.363 3.883 20.182 0.00
H -9.984 13.895 29.299 0.00
H -4.591 13.913 26.714 0.00
H -6.999 15.246 15.110 0.00
H -8.440 18.880 16.818 0.00
H -7.861 14.368 18.966 0.00
H -3.481 4.795 21.962 0.00
H -4.628 15.696 19.339 0.00
H -5.841 12.374 16.276 0.00
H -7.562 16.664 14.149 0.00
H -8.341 15.561 19.817 0.00
H -8.047 11.766 20.444 0.00
H -1.676 5.816 23.188 0.00
H -3.220 3.791 19.146 0.00
H -4.868 12.108 17.754 0.00
H -1.263 5.091 20.280 0.00
H -6.806 5.207 19.291 0.00
H -0.567 4.821 22.563 0.00
H -9.792 10.927 19.586 0.00
H -10.074 15.607 18.308 0.00
H -5.682 15.121 20.569 0.00
H -7.506 18.173 19.207 0.00
H 0.530 6.692 21.382 0.00
H -0.879 10.153 21.981 0.00
H -5.771 14.157 28.473 0.00
H -3.347 12.945 18.045 0.00
H -9.377 17.053 18.677 0.00
H -6.627 10.986 19.768 0.00
H -4.323 3.113 20.300 0.00
H -6.035 18.216 19.883 0.00
H -5.926 3.975 18.396 0.00
H -9.818 13.536 27.572 0.00
H -7.422 11.851 29.602 0.00
H -8.528 18.531 15.190 0.00
H -9.694 16.777 16.096 0.00
H -5.651 14.219 18.995 0.00
H -5.940 16.504 14.917 0.00
H -3.746 11.110 25.907 0.00
H -3.718 12.718 27.720 0.00
H 0.214 9.426 20.814 0.00
H -7.586 13.341 30.398 0.00
H -4.670 16.221 16.938 0.02
H 0.737 9.426 22.515 0.00
H -2.372 13.801 16.752 0.00
H -4.978 11.990 25.084 0.00
```

As for the LUMO energy (spin up / spin down): -1.70 / -5.78 eV. As for the expectation value of S²: 0.75. The value obtained for the gap between HOMO and LUMO (spin up / spin down) is 0.31366 / 0.16377 Eh. As for the multiplicity: 2. The total energy is -2268.705718 hartree. Its charge is +1. The HOMO energy (spin up / spin down) comes out at -10.24 / -10.24 eV.



Density functional theory data (ωB97M-V/def2-TZVPD) for a single C13H19N3O3S molecule.

XYZ file:
```
39
Properties=species:S:1:pos:R:3:lowdin_charge:R:1
S -2.749 -2.236 0.067 0.72
O -5.281 -0.375 1.005 -0.09
O -2.306 1.578 -0.891 0.08
O 4.876 0.380 0.508 -0.05
N -0.179 -1.856 0.010 0.05
N -2.631 0.541 1.086 0.05
N -1.417 -0.138 0.995 0.02
C 3.291 -0.936 -0.797 -0.01
C 5.846 0.297 -0.520 -0.26
C 1.487 -0.590 1.287 -0.03
C -5.485 0.613 0.020 -0.43
C 2.019 -1.472 -0.879 -0.01
C 3.668 -0.203 0.325 -0.27
C -1.381 -1.347 0.356 -0.80
C 2.752 -0.052 1.369 0.01
C 7.067 1.082 -0.066 -0.06
C -5.434 0.032 -1.387 -0.04
C -4.472 1.777 0.181 -0.06
C 1.097 -1.289 0.145 -0.25
C -3.049 1.301 0.025 -0.49
H -4.594 2.208 1.175 0.12
H -6.161 -0.771 -1.485 0.09
H 0.812 -0.496 2.123 0.12
H -4.673 2.537 -0.572 0.13
H -4.726 -1.083 0.632 -0.02
H 3.063 0.492 2.247 0.12
H 6.115 -0.753 -0.699 0.13
H -0.645 0.491 0.791 0.14
H 1.735 -2.035 -1.757 0.12
H -3.335 0.106 1.676 0.13
H 6.795 2.118 0.113 0.08
H 5.445 0.723 -1.450 0.13
H 7.837 1.042 -0.831 0.08
H 3.976 -1.096 -1.614 0.11
H -4.443 -0.370 -1.594 0.06
H -6.484 1.023 0.215 0.14
H 7.456 0.661 0.857 0.08
H -0.238 -2.704 -0.539 0.12
H -5.656 0.799 -2.124 0.09
```

As for the LUMO energy: 0.66 eV. The value obtained for the gap between HOMO and LUMO is 0.32723 Eh. The total energy is -1294.953510 hartree. Its charge is 0. Its SMILES is CCOc1ccc(NC(=S)NNC(=O)C[C@@H](C)O)cc1. The HOMO energy comes out at -8.25 eV.



Density functional theory data (ωB97M-V/def2-TZVPD) for a molecular structure, C55H51AsCeNOPSSi.

XYZ file:
```
113
Properties=species:S:1:pos:R:3:lowdin_charge:R:1
Ce 0.248 1.236 -1.807 1.42
As -2.902 -2.629 4.165 1.31
S -3.295 0.053 -5.067 1.17
P 0.625 -0.852 1.791 1.08
Si 3.373 0.372 -2.640 0.50
O 1.805 0.028 -2.653 -0.41
N -1.589 0.294 -3.096 -0.07
C 3.534 2.012 -1.688 -0.20
C -1.444 0.607 0.640 -0.15
C 0.028 3.115 0.664 -0.07
C 2.462 -1.257 3.869 -0.08
C 4.172 -0.976 -1.608 -0.20
C 5.264 -1.738 -2.147 -0.05
C -4.557 -1.817 7.943 -0.05
C 2.850 1.422 -5.132 -0.06
C -2.887 -2.676 -4.687 -0.07
C 0.591 1.918 1.170 -0.09
C 0.964 0.581 4.247 -0.10
C -2.337 4.599 -5.290 -0.04
C -5.410 -1.890 3.058 -0.11
C 5.858 -2.816 -1.413 -0.04
C -5.767 -4.220 1.691 -0.09
C 3.645 4.366 -0.053 -0.06
C -2.035 1.797 0.200 -0.05
C 5.342 1.195 -4.466 -0.08
C -2.671 -1.387 -4.294 -0.46
C -4.570 -4.018 2.347 -0.13
C 1.668 0.941 5.382 -0.05
C 3.966 0.576 -4.439 -0.62
C -1.303 3.045 0.204 -0.07
C 3.737 -1.344 -0.326 -0.11
C -1.912 -1.245 3.104 -0.44
C -6.829 -3.299 1.730 -0.08
C -6.670 -2.140 2.451 -0.07
C -2.652 3.262 -5.011 -0.03
C -2.160 -3.752 -4.125 -0.04
C -1.248 -3.438 -3.119 -0.07
C 5.235 -3.220 -0.240 -0.08
C -2.261 1.034 -3.969 -0.41
C 2.788 3.195 -2.011 -0.14
C -3.506 -1.603 5.758 -0.40
C -3.945 -0.275 5.636 -0.12
C -5.138 -0.546 7.759 -0.09
C -0.645 4.351 -3.527 -0.10
C -0.864 3.027 -3.341 -0.15
C -1.314 5.170 -4.522 -0.01
C 4.360 3.243 0.303 -0.05
C -0.858 -1.913 2.262 -0.42
C -1.773 -1.050 -3.270 -0.30
C -0.166 0.661 1.253 -0.40
C -4.820 0.156 6.646 -0.11
C -1.100 -2.138 -2.632 -0.01
C -4.438 -2.858 3.123 -0.47
C -1.899 2.475 -4.132 -0.24
C 4.235 -2.479 0.322 -0.08
C 3.142 -0.918 5.083 -0.05
C 2.887 4.331 -1.251 -0.09
C 2.837 0.246 5.726 -0.07
C 3.833 -0.773 -5.067 -0.10
C 1.410 -0.475 3.410 -0.37
C 4.294 2.070 -0.501 -0.05
C -3.771 -2.290 6.909 -0.15
H 0.709 3.999 0.569 0.14
H 0.218 4.823 -3.047 0.09
H 3.704 5.347 0.437 0.12
H 6.783 -3.316 -1.702 0.12
H -7.476 -1.382 2.546 0.12
H -2.700 -0.767 2.468 0.07
H -5.859 -0.097 8.441 0.11
H -5.816 -5.107 1.067 0.10
H 3.840 -2.643 1.298 0.08
H 1.933 0.912 -4.892 0.05
H 5.682 -1.558 -3.117 0.07
H -0.355 -1.862 -1.839 0.11
H -1.798 3.890 -0.228 0.12
H -2.939 1.830 -0.429 0.14
H 4.710 -1.407 -4.936 0.07
H -3.325 -3.294 6.952 0.10
H 2.799 2.476 -4.719 0.09
H 1.664 1.855 1.417 0.13
H 5.330 2.222 -4.025 0.09
H -7.771 -3.478 1.250 0.10
H -5.201 -1.028 3.705 0.08
H -2.751 5.047 -6.177 0.12
H 2.688 -2.162 3.284 0.10
H -3.515 2.769 -5.552 0.12
H 2.030 3.129 -2.808 0.07
H -1.015 6.241 -4.565 0.13
H -1.570 -0.583 3.848 0.03
H 1.294 1.675 6.052 0.10
H -0.357 -2.738 2.806 0.07
H -4.778 -2.402 8.843 0.12
H -3.636 -2.909 -5.487 0.14
H 4.907 1.215 -0.213 0.11
H 5.540 -4.208 0.064 0.11
H 0.173 1.197 3.877 0.09
H -5.403 1.104 6.465 0.12
H -2.126 -4.762 -4.512 0.12
H -0.572 -4.260 -2.685 0.15
H -1.964 -0.321 0.485 0.11
H 6.132 0.578 -3.882 0.11
H 2.410 5.280 -1.532 0.12
H 3.757 -0.607 -6.178 0.11
H 5.077 3.250 1.137 0.13
H 2.969 -1.401 -4.766 0.10
H -1.270 -2.328 1.247 0.11
H -3.780 0.388 4.808 0.09
H 3.037 1.373 -6.187 0.09
H -3.849 -4.855 2.399 0.11
H 3.408 0.658 6.550 0.12
H 5.779 1.249 -5.492 0.10
H 3.909 -1.597 5.429 0.11
H 2.930 -0.788 0.202 0.05
```

As for the LUMO energy (spin up / spin down): -8.17 / -8.20 eV. The value obtained for the gap between HOMO and LUMO (spin up / spin down) is 0.13868 / 0.13752 Eh. The total energy is -5995.806576 hartree. Its charge is +2. The HOMO energy (spin up / spin down) comes out at -11.94 / -11.94 eV.



Density functional theory data (ωB97M-V/def2-TZVPD) for a gas-phase ion, C2H3Br2O4P (charge -2).

XYZ file:
```
12
Properties=species:S:1:pos:R:3:lowdin_charge:R:1
Br 2.665 0.999 0.353 0.33
Br 0.465 -0.113 2.510 0.39
P -1.007 0.649 -0.845 0.24
O -2.109 1.283 0.316 -0.22
O 0.215 1.541 -0.845 -0.48
O -1.698 0.311 -2.155 -0.41
O -0.686 -0.688 0.089 -0.42
C 0.699 -1.130 -0.128 -0.46
C 1.632 -0.616 0.965 -1.05
H 0.723 -2.199 -0.056 0.06
H 0.948 -0.702 -1.156 0.09
H -1.847 0.664 0.950 -0.07
```

As for the LUMO energy: 5.77 eV. The value obtained for the gap between HOMO and LUMO is 0.18489 Eh. The total energy is -5868.404088 hartree. Its charge is -2. The HOMO energy comes out at 0.74 eV.



Density functional theory data (ωB97M-V/def2-TZVPD) for a molecular structure, C9H18BrNOZr.

XYZ file:
```
31
Properties=species:S:1:pos:R:3:lowdin_charge:R:1
Zr -13.863 20.791 18.983 1.28
Br -10.749 17.580 20.415 -0.28
O -14.686 23.026 24.379 0.14
N -15.142 22.828 25.732 0.18
C -13.261 24.081 27.103 0.01
C -14.707 22.236 28.103 -0.13
C -15.941 22.993 28.564 -0.20
C -16.046 25.152 26.109 0.02
C -17.539 23.306 25.151 -0.04
C -16.962 23.136 27.509 -0.13
C -12.979 21.669 26.520 -0.02
C -16.347 23.632 26.088 -0.39
C -14.029 22.792 26.804 -0.41
H -15.711 24.033 28.798 0.11
H -12.210 21.616 27.290 0.11
H -13.159 24.616 26.159 0.10
H -13.992 22.325 28.921 0.14
H -16.349 22.467 29.427 0.14
H -15.620 25.521 27.043 0.09
H -14.995 21.187 28.028 0.13
H -13.804 24.735 27.785 0.09
H -17.607 22.258 27.543 0.13
H -12.500 21.824 25.553 0.09
H -18.407 23.924 25.380 0.10
H -13.449 20.688 26.442 0.09
H -17.448 23.517 24.085 0.08
H -16.900 25.782 25.860 0.11
H -12.266 23.883 27.503 0.11
H -17.925 22.287 25.162 0.09
H -17.580 23.927 27.936 0.14
H -15.416 25.401 25.255 0.10
```

As for the LUMO energy: -10.25 eV. The value obtained for the gap between HOMO and LUMO is 0.12889 Eh. The total energy is -3103.677525 hartree. Its charge is +2. The HOMO energy comes out at -13.76 eV.



Density functional theory data (ωB97M-V/def2-TZVPD) for 2 unconnected molecules or ions with the total composition C2H3ClSi.

XYZ file:
```
7
Properties=species:S:1:pos:R:3:mulliken_spin:R:1
Cl 2.976 0.788 0.037 0.05
Si 1.418 -0.531 -0.075 0.64
C -0.649 0.950 0.288 0.56
C -1.502 1.688 -0.137 0.65
H -2.541 1.945 -0.244 0.02
H 1.554 -1.236 1.068 0.03
H 1.192 -1.122 -1.371 0.05
```

As for the LUMO energy (spin up / spin down): 0.83 / -3.84 eV. As for the expectation value of S²: 2.02. The value obtained for the gap between HOMO and LUMO (spin up / spin down) is 0.23635 / 0.26272 Eh. As for the multiplicity: 3. The total energy is -827.420419 hartree. Its charge is 0. The HOMO energy (spin up / spin down) comes out at -5.61 / -10.99 eV.



Density functional theory data (ωB97M-V/def2-TZVPD) for a molecular structure, C4H11ClNOPd2.

XYZ file:
```
20
Properties=species:S:1:pos:R:3:mulliken_spin:R:1
Pd 0.783 -8.576 -7.913 0.97
Pd -2.292 -7.061 -7.653 0.94
Cl -0.684 -7.951 -6.753 0.47
O 0.728 -11.599 -2.449 0.68
N -0.515 -10.017 -5.637 0.60
C -0.235 -10.089 -4.238 0.07
C -1.447 -9.448 -3.544 0.08
C 2.092 -11.294 -2.277 0.04
C 0.262 -11.520 -3.774 0.03
H 2.295 -10.297 -2.668 0.08
H 2.476 -11.358 -1.259 0.00
H -0.573 -12.212 -3.888 0.01
H -1.598 -8.493 -4.046 0.01
H 0.958 -11.931 -4.505 0.00
H -1.347 -10.581 -5.737 0.00
H -1.245 -9.262 -2.490 0.01
H 2.736 -11.947 -2.866 0.07
H 0.614 -9.442 -4.021 -0.01
H -2.274 -10.158 -3.516 0.00
H -0.921 -9.119 -5.854 -0.07
```

As for the LUMO energy (spin up / spin down): -11.60 / -15.93 eV. As for the expectation value of S²: 6.02. The value obtained for the gap between HOMO and LUMO (spin up / spin down) is 0.37834 / 0.20613 Eh. As for the multiplicity: 5. The total energy is -1003.407891 hartree. Its charge is +3. The HOMO energy (spin up / spin down) comes out at -21.89 / -21.54 eV.